No. 1
Density functional theory data (wB97M-V/def2-TZVPD) for the molecule C5H6O.

Calculated values
Structure (SMILES): C=C=CC(C)=O
Highest occupied orbital energy, eV: -9.513
Net charge: 0
Gap between HOMO and LUMO, Ha: 0.3834

Positions of all 12 atoms, in Å:
O1 -1.095 -1.137 1.074
C1 -1.223 1.205 0.629
C2 -0.507 -0.102 0.863
C3 1.093 -1.228 -1.637
C4 1.258 -0.636 -0.487
C5 0.998 -0.082 0.665
H1 0.934 -0.656 -2.547
H2 -2.240 1.000 0.288
H3 -1.267 1.757 1.573
H4 -0.691 1.818 -0.103
H5 1.040 -2.311 -1.680
H6 1.699 0.371 1.362

Forces on atoms 1 to 2 (eV/Å):
0.2 0.5 0.1
-0.1 0.1 0.0

Per-atom Löwdin charges, elementary charge units: O 0.0905; C -0.0147; C -0.4593; C 0.0249; C -0.1044; C -0.0396; H 0.0649; H 0.0865; H 0.0887; H 0.0829; H 0.0690; H 0.1106

---

No. 2
Density functional theory data (wB97M-V/def2-TZVPD) for a cluster of 2 separate species, C5H11NO2Si in total in a non-equilibrium geometry.

Calculated values
Highest occupied orbital energy (spin up / spin down), eV: -7.793 / -5.419
Net charge: 0
Gap between HOMO and LUMO (spin up / spin down), Ha: 0.3096 / 0.1692

Positions of all 20 atoms, in Å:
Si1 -1.408 -2.788 3.081
O1 1.477 -1.355 0.738
O2 -0.832 -1.339 1.250
N1 1.447 0.698 -0.967
C1 -0.880 1.069 -0.828
C2 0.285 0.214 -0.351
C3 0.133 -0.801 0.625
C4 -0.157 2.237 -1.545
C5 1.179 1.567 -2.052
H1 2.223 0.155 -0.797
H2 0.864 1.002 -3.008
H3 -1.588 1.509 -0.193
H4 2.095 2.176 -2.060
H5 -1.150 -3.797 1.945
H6 -1.568 0.528 -1.430
H7 -0.824 2.699 -2.447
H8 -0.248 -2.314 3.781
H9 0.311 3.058 -0.947
H10 -2.700 -2.613 3.734
H11 1.340 -1.905 1.469

Forces on atoms 1 to 2 (eV/Å):
0.0 -1.0 -1.0
-2.0 1.6 -0.9

Per-atom Löwdin charges, elementary charge units: Si 0.5899; O 0.0377; O -0.1449; N 0.0443; C -0.1144; C -0.1199; C -0.3664; C -0.1561; C -0.1993; H 0.1069; H 0.1409; H 0.0985; H 0.1241; H -0.1077; H 0.1087; H 0.1543; H -0.1751; H 0.1129; H -0.1823; H 0.0479

---

No. 3
Density functional theory data (wB97M-V/def2-TZVPD) for a cluster of 5 separate species, C33H51N7O4S in total in a non-equilibrium geometry.

Calculated values
Structure (SMILES): [H]/N=C(/C)C[C@]1(S)OC(=O)O[C@]1(CCCCNC(C)=O)c1cccnc1.CCCC#N.CCCC#N.CCCC#N.CCCC#N
Highest occupied orbital energy, eV: -8.995
Net charge: 0
Gap between HOMO and LUMO, Ha: 0.3161

Positions of all 96 atoms, in Å:
S1 0.605 -3.382 -0.128
O1 2.836 -2.297 -0.963
O2 1.787 -1.332 -3.105
O3 1.810 -0.040 -1.068
O4 -4.034 -2.015 -0.771
N1 -4.479 -0.501 1.214
N2 3.953 1.271 3.338
N3 0.247 -7.734 -4.721
N4 1.109 0.274 5.249
N5 5.231 -2.989 0.953
N6 -2.065 4.437 0.687
N7 -2.744 2.610 -3.309
C1 -2.567 1.511 -3.901
C2 4.296 0.604 0.063
C3 2.064 -2.220 0.286
C4 2.452 2.316 6.575
C5 -0.562 -4.009 -4.458
C6 2.846 0.584 2.612
C7 5.162 1.594 2.527
C8 1.430 -5.303 -5.376
C9 -0.855 -0.090 -4.755
C10 -3.104 6.908 -0.054
C11 -4.593 6.767 -0.377
C12 1.727 -0.582 0.326
C13 1.440 3.290 7.184
C14 4.132 -3.557 1.547
C15 -2.536 5.558 0.351
C16 5.491 1.371 0.948
C17 -0.129 0.978 -5.566
C18 2.157 -1.278 -1.821
C19 2.630 -2.913 1.659
C20 -4.450 -1.858 0.497
C21 0.284 -0.121 0.974
C22 3.002 0.231 1.032
C23 4.370 -5.042 2.274
C24 0.545 3.947 6.138
C25 -1.000 -0.274 -0.033
C26 -4.862 5.804 -1.529
C27 -3.074 -0.086 1.622
C28 0.783 -6.632 -5.018
C29 -2.249 0.729 0.448
C30 1.718 1.200 5.850
C31 -2.354 0.186 -4.614
C32 -4.989 -3.246 1.256
C33 0.949 -4.218 -4.411
H1 5.074 -5.746 1.657
H2 -1.821 1.769 0.811
H3 -2.832 0.225 -5.599
H4 -2.419 -1.033 1.928
H5 -0.140 4.654 6.615
H6 1.142 4.495 5.400
H7 -2.938 0.903 -0.510
H8 -4.634 -4.192 0.661
H9 4.870 -4.780 3.326
H10 0.931 0.726 -5.665
H11 -4.534 4.788 -1.291
H12 3.077 1.883 7.363
H13 -0.797 0.003 -1.151
H14 -4.861 0.235 0.572
H15 1.866 0.306 3.232
H16 4.390 0.338 -1.072
H17 1.446 -3.273 -4.658
H18 6.049 2.110 3.140
H19 2.518 -5.405 -5.314
H20 -1.482 -1.366 -0.020
H21 -0.185 1.960 -5.084
H22 -4.555 -3.340 2.341
H23 0.045 -3.044 -1.370
H24 1.239 -4.477 -3.385
H25 -0.856 -3.206 -3.775
H26 -0.555 1.064 -6.573
H27 3.323 -5.524 2.546
H28 -0.714 -1.062 -5.240
H29 -0.889 -3.735 -5.468
H30 -4.998 7.752 -0.635
H31 -0.066 3.209 5.608
H32 0.809 2.764 7.911
H33 -6.169 -3.293 1.314
H34 4.927 -2.063 0.579
H35 -4.346 6.129 -2.440
H36 -0.394 -0.155 -3.762
H37 -5.135 6.418 0.511
H38 0.342 1.025 1.299
H39 -5.934 5.757 -1.743
H40 -1.104 -4.909 -4.153
H41 -2.964 7.618 0.768
H42 6.511 1.701 0.429
H43 1.980 4.071 7.732
H44 -2.830 -0.614 -4.038
H45 3.107 2.835 5.868
H46 -3.116 0.631 2.574
H47 1.905 -3.814 1.955
H48 2.630 -2.199 2.603
H49 -2.556 7.284 -0.925
H50 0.063 -0.831 1.907
H51 1.171 -5.043 -6.408

Forces on atoms 1 to 2 (eV/Å):
-0.3 0.3 0.2
-1.7 3.1 -1.5

Per-atom Löwdin charges, elementary charge units: S 0.8004; O -0.0726; O 0.0236; O -0.0240; O -0.0676; N -0.0346; N -0.0145; N 0.0977; N 0.1039; N 0.1001; N 0.1140; N 0.1033; C -0.1596; C 0.0420; C -0.5505; C -0.1885; C -0.1128; C -0.0533; C -0.1240; C -0.1916; C -0.2807; C -0.1952; C -0.2813; C -0.3070; C -0.2779; C -0.2932; C -0.1512; C -0.0270; C -0.1049; C -0.2488; C -0.1175; C -0.2888; C -0.1074; C -0.0337; C -0.0760; C -0.1145; C -0.2084; C -0.1167; C -0.2187; C -0.1671; C -0.1690; C -0.1432; C -0.1832; C -0.0450; C -0.2805; H 0.0868; H 0.0830; H 0.1156; H 0.1262; H 0.0730; H 0.0794; H 0.1126; H 0.0859; H 0.0923; H 0.0729; H 0.0640; H 0.1148; H 0.1072; H 0.1129; H 0.0667; H 0.1083; H 0.0934; H 0.1025; H 0.1137; H 0.0795; H 0.0713; H 0.0814; H -0.0967; H 0.1036; H 0.0551; H 0.0766; H 0.0761; H 0.0973; H 0.0773; H 0.1074; H 0.0697; H 0.1117; H 0.0920; H 0.0116; H 0.0789; H 0.0862; H 0.1110; H 0.1420; H 0.0726; H 0.0731; H 0.1108; H 0.0956; H 0.1092; H 0.1111; H 0.1087; H 0.1258; H 0.0923; H 0.1353; H 0.1162; H 0.1364; H 0.1149

---

Let's list DFT total energy in order: -7327.449 -18821.273 -64486.232 eV.
Let's list energy above the lowest of the compared OMol25 structures with the same formula, charge and spin in order: 1.835 7.485 17.314 eV.